(1)
Computed, not measured: a structure of composition C30H18Cl4N7O2ReS2, with wB97M-V/def2-TZVPD.

Output
- Net charge: -1
- Relative energy (zero: lowest compared OMol25 entry of this formula, charge and spin): 0.983 eV
- 2S+1: 2
- Orbital gap (spin up / spin down): 6.324 / 6.691 eV

Element x y z (Å)
Re 1.22702 1.02650 0.58633
C -3.86798 2.53902 -3.40932
C -2.79871 1.73278 -2.72551
C -3.12995 0.69505 -1.85153
C -2.15740 0.00614 -1.16104
C -0.80077 0.31154 -1.30551
N 0.18651 -0.36025 -0.53128
C 0.12262 -1.74760 -0.78050
C -0.07750 -2.18691 -2.10132
C -0.31338 -3.50453 -2.42912
C -0.35255 -4.48994 -1.44589
C -0.59183 -5.93444 -1.78497
C -0.10862 -4.08333 -0.14685
C 0.13933 -2.75502 0.19054
N 0.38606 -2.50514 1.56503
C -0.44813 -2.77527 2.59907
C 0.29949 -2.69306 3.74468
C 1.59665 -2.37896 3.29362
N 1.64334 -2.29153 1.97782
C -0.48197 1.32377 -2.20399
C -1.46023 2.03571 -2.89043
N 0.88137 1.64552 -2.43054
C 1.47303 2.03857 -3.57514
C 2.80373 2.25999 -3.30139
C 2.94569 1.96923 -1.94198
N 1.77852 1.60234 -1.42921
H -4.76586 1.94215 -3.56995
H -3.53022 2.91281 -4.37668
H -4.15004 3.40101 -2.80030
H -4.17327 0.45291 -1.68600
H -2.42938 -0.77592 -0.46273
H -0.06781 -1.44751 -2.89202
H -0.47132 -3.77027 -3.46853
H -1.32063 -6.03536 -2.59044
H -0.96405 -6.48541 -0.92117
H 0.32987 -6.42061 -2.11383
H -0.08793 -4.80958 0.65803
H -1.49334 -2.97387 2.43033
H -0.04534 -2.80899 4.75666
H 2.49122 -2.19783 3.86713
H -1.16335 2.85701 -3.53218
H 0.90992 2.09924 -4.48955
H 3.56715 2.57571 -3.98891
H 3.81502 1.99839 -1.30680
S 3.30810 -0.00281 0.88856
C 4.33390 1.29793 1.43489
C 5.69485 0.94801 1.70920
N 6.78259 0.64476 1.93106
C 3.89392 2.57054 1.61662
S 2.24295 2.99911 1.22842
C 4.76062 3.60679 2.07080
N 5.43733 4.46180 2.44133
Cl -3.03572 1.46828 5.87020
C -2.34944 1.63107 4.29142
C -3.01886 2.35380 3.30759
Cl -4.55526 3.06732 3.65365
C -2.45343 2.51925 2.04566
Cl -3.22612 3.44581 0.81035
C -1.21993 1.93767 1.75039
O -0.59181 2.07102 0.61768
C -0.58091 1.14797 2.73118
O 0.56851 0.58071 2.34633
C -1.11652 1.03822 4.00459
Cl -0.21975 0.21869 5.22544

(2)
Computed, not measured: a structure of composition C30H18CrN9S, with wB97M-V/def2-TZVPD.

Output
- Net charge: +1
- 2S+1: 5
- Orbital gap (spin up / spin down): 6.070 / 4.111 eV

Element x y z (Å)
Cr 1.01591 -0.00001 -0.87507
C 4.81631 -0.00001 -2.57417
C 5.75581 -0.00001 -1.53627
C 5.28441 -0.00001 -0.25127
C 3.89891 -0.00001 0.00653
N 2.98011 -0.00001 -1.00827
C 3.47791 -0.00001 -2.26417
N 3.57511 -0.00001 1.30913
C 2.36431 -0.00001 1.75933
N 1.23541 -0.00001 1.01303
C 0.13891 -0.00001 1.83533
N -1.08809 -0.00001 1.45793
C -1.52689 -0.00001 0.15163
C -3.02569 -0.00001 0.07573
C -3.65509 -0.00001 -2.09697
C -2.73379 -0.00001 -3.24277
C -1.40749 -0.00001 -3.14977
N -0.82279 -0.00001 -1.86967
C 0.59641 -0.00001 3.22033
C -0.06729 -0.00001 4.43163
C 0.70681 -0.00001 5.58523
C 2.09471 -0.00001 5.53103
C 2.76781 -0.00001 4.31653
C 2.00161 -0.00001 3.16873
H 5.13741 -0.00001 -3.60217
H 6.81501 -0.00001 -1.74057
H 5.92931 -0.00001 0.61213
H 2.73371 -0.00001 -3.06007
H -3.47549 -0.00001 1.06693
H -4.66359 -0.00001 -2.51857
H -3.20929 -0.00001 -4.21207
H -0.75139 -0.00001 -4.01327
H -1.14359 -0.00001 4.48093
H 0.21671 -0.00001 6.54583
H 2.65811 -0.00001 6.45053
H 3.84331 -0.00001 4.25473
S -5.73009 -0.00001 -0.28157
N -4.90349 1.30609 -0.54327
C -3.54939 1.05799 -0.91967
C -2.39309 1.97549 -1.07327
C -2.31639 3.32769 -1.04357
C -1.05649 3.94479 -0.88887
C 0.08011 3.16879 -0.76367
N 0.07481 1.84339 -0.81597
C -1.14819 1.14649 -0.91987
C -1.14819 -1.14651 -0.91987
N 0.07491 -1.84331 -0.81597
C 0.08011 -3.16881 -0.76367
C -1.05649 -3.94481 -0.88887
C -2.31639 -3.32771 -1.04357
C -2.39309 -1.97541 -1.07327
C -3.54939 -1.05801 -0.91967
N -4.90349 -1.30601 -0.54327
H -3.22099 3.91399 -1.09017
H -0.98769 5.01599 -0.82187
H 1.04901 3.62669 -0.60807
H 1.04901 -3.62671 -0.60807
H -0.98769 -5.01591 -0.82187
H -3.22099 -3.91391 -1.09017

(3)
Computed, not measured: a structure of composition C30H18F14NO2PPdS, with wB97M-V/def2-TZVPD.

Output
- Net charge: 0
- Relative energy (zero: lowest compared OMol25 entry of this formula, charge and spin): 0.192 eV
- Orbital gap: 7.472 eV

Element x y z (Å)
Pd -0.75956 1.48369 0.47594
N 0.49395 2.34261 1.97436
C 1.05015 3.65338 1.52933
C 0.18763 4.30084 0.45097
C -1.28817 4.32155 0.85961
O -1.84483 5.36521 1.12911
O -1.85565 3.14713 0.92545
H -0.22648 2.51546 2.67254
H 1.21716 1.79050 2.42186
H 2.05712 3.47495 1.15053
H 1.13314 4.31867 2.39086
H 0.28356 3.74308 -0.48545
H 0.52894 5.32085 0.28441
F -7.31543 3.28895 0.26846
C -6.14177 2.75876 -0.06855
C -5.43327 1.99684 0.84223
F -5.92662 1.79066 2.06494
C -4.22298 1.44128 0.47672
F -3.58970 0.68877 1.39201
C -3.66650 1.63029 -0.77929
S -2.11733 0.96447 -1.28927
C -4.40494 2.39775 -1.67366
F -3.93546 2.62320 -2.90373
C -5.62433 2.95516 -1.33641
F -6.30139 3.68377 -2.22421
F -1.45124 -6.53725 1.95896
C -2.11003 -5.88335 0.98521
F -3.40225 -5.83980 1.33230
F -2.01645 -6.64084 -0.12369
C -1.52891 -4.51379 0.75646
C -2.33720 -3.39209 0.73671
C -1.77634 -2.14223 0.50408
C -0.41031 -2.02147 0.29372
C 0.40042 -3.16086 0.33110
C -0.15646 -4.40443 0.55376
P 0.35989 -0.39872 0.01609
C 1.86487 -0.55031 1.04131
C 3.14844 -0.60729 0.51284
C 4.24672 -0.72686 1.35526
C 4.05876 -0.80010 2.72493
C 2.77886 -0.75648 3.26559
C 1.68826 -0.62933 2.42451
C 5.25205 -0.87940 3.63938
F 6.28361 -1.51236 3.06114
F 4.96557 -1.52579 4.77931
F 5.68291 0.35045 3.97965
C 0.95877 -0.40071 -1.69772
C 1.52685 0.78297 -2.17397
C 2.00003 0.85905 -3.46886
C 1.88876 -0.24717 -4.30407
C 1.30425 -1.41643 -3.85235
C 0.83952 -1.49372 -2.54527
C 2.38209 -0.13108 -5.72174
F 1.57347 0.64906 -6.45841
F 2.45611 -1.32193 -6.33286
F 3.60777 0.42204 -5.76740
H -3.40063 -3.48409 0.90611
H -2.40241 -1.26050 0.48268
H 1.47121 -3.07664 0.19103
H 0.46878 -5.28721 0.58112
H 3.30146 -0.56119 -0.55765
H 5.24538 -0.77309 0.94256
H 2.63916 -0.83018 4.33562
H 0.68683 -0.60686 2.84247
H 1.58679 1.65100 -1.52713
H 2.44477 1.77412 -3.83690
H 1.20819 -2.26577 -4.51383
H 0.37443 -2.40717 -2.20082

(4)
Computed, not measured: a structure of composition C30H19Br4CuN5O2, with wB97M-V/def2-TZVPD.

Output
- Net charge: 0
- Relative energy (zero: lowest compared OMol25 entry of this formula, charge and spin): 0.397 eV
- 2S+1: 2
- Orbital gap (spin up / spin down): 6.242 / 6.201 eV

Element x y z (Å)
Cu 0.86998 -0.12227 -0.52085
C -3.98417 1.86037 1.20425
C -3.26045 1.70927 0.03294
C -2.02784 1.07353 0.05775
C -1.53254 0.59306 1.26056
C -2.25639 0.73214 2.44208
C -3.48099 1.37023 2.40631
N -0.25422 -0.05536 1.21652
N 0.15126 -0.50230 2.29348
C 1.40523 -1.18414 2.26296
C 1.87951 -1.61479 3.49068
C 3.08981 -2.29046 3.51659
C 3.75770 -2.49854 2.32254
C 3.19019 -2.02342 1.14421
N 2.03150 -1.38849 1.11767
H -4.94594 2.35593 1.18516
H -3.65485 2.07631 -0.90541
H -1.46680 0.92094 -0.85398
H -1.85265 0.34592 3.36619
H -4.05089 1.48593 3.31851
H 1.30641 -1.41152 4.38385
H 3.50199 -2.64432 4.45185
H 4.70801 -3.01288 2.29309
H 3.69070 -2.15397 0.19255
C -0.58721 2.08788 -3.58271
C 0.28205 2.87977 -2.66098
C 0.41653 4.27745 -2.83697
C 1.20106 5.00095 -1.99265
C 1.90613 4.33994 -0.96415
C 2.78145 4.96934 -0.04416
Br 3.04045 6.84816 -0.10232
C 3.45271 4.24080 0.89218
C 3.28722 2.84766 0.94819
Br 4.23930 1.85972 2.25018
C 2.45567 2.16397 0.08254
O 2.34551 0.87137 0.09410
C 1.72899 2.94427 -0.87471
N 0.90456 2.23966 -1.69630
H -0.86294 2.66441 -4.46435
H -1.49995 1.78963 -3.06987
H -0.08962 1.16894 -3.88733
H -0.11375 4.75841 -3.64782
H 1.30684 6.07085 -2.11026
H 4.11806 4.72601 1.59193
Br -2.50885 -0.74021 -3.91317
C -2.17820 -2.10263 -2.64559
C -3.02024 -3.22485 -2.71754
C -2.87736 -4.25589 -1.84363
Br -4.03288 -5.75255 -1.99197
C -1.88127 -4.20304 -0.84144
C -1.67202 -5.22026 0.11557
C -0.69220 -5.07873 1.05189
C 0.08552 -3.90658 1.03382
N -0.07648 -2.94570 0.16330
C -1.03766 -3.06515 -0.77946
C -1.15558 -1.96887 -1.71795
O -0.36088 -0.93501 -1.69576
H -3.78439 -3.25657 -3.48089
H -2.29643 -6.10268 0.08994
H -0.50928 -5.84188 1.79582
H 0.87058 -3.76975 1.77302

(5)
Computed, not measured: a structure of composition C30H19Cl5CsN3OP, with wB97M-V/def2-TZVPD.

Output
- Net charge: -1
- Relative energy (zero: lowest compared OMol25 entry of this formula, charge and spin): 3.124 eV
- Orbital gap: 5.218 eV

Element x y z (Å)
Cs 1.91389 0.56325 0.64870
N -1.53178 -1.58758 -1.00788
P -1.32215 0.56648 0.80169
C -3.08702 1.13311 0.80969
C -3.67899 1.36235 2.04628
C -5.01146 1.75323 2.14646
C -5.76975 1.92112 0.99970
C -5.19108 1.69210 -0.24494
C -3.86406 1.30484 -0.33519
C -0.80577 1.52814 -0.69213
C -1.02385 2.90836 -0.64990
C -0.61657 3.73431 -1.68450
C 0.02805 3.20278 -2.79398
C 0.26905 1.83936 -2.84577
C -0.13733 1.01093 -1.80409
C 0.04876 -3.49957 -0.65963
C 0.22132 -4.85041 -0.34127
C 1.43297 -5.29836 0.13855
C 2.45831 -4.38280 0.32605
C 2.19779 -3.06898 -0.00919
N 1.04147 -2.62632 -0.50908
H -2.46490 -1.40618 -1.35122
H -3.09095 1.22899 2.94759
H -5.44578 1.92532 3.12356
H -6.80500 2.23095 1.07104
H -5.77526 1.81683 -1.14866
H -3.42222 1.14555 -1.31341
H -1.51461 3.35441 0.20822
H -0.79730 4.79976 -1.61422
H 0.35449 3.85136 -3.59709
H 0.78599 1.40359 -3.69196
H 0.07227 -0.05152 -1.85662
H -0.61699 -5.52149 -0.45848
H 1.56552 -6.34571 0.38127
H 3.42757 -4.66447 0.71458
H 2.97763 -2.32562 0.13478
Cl 8.86179 4.35205 0.47410
C 7.21783 3.82010 0.54951
C 6.91482 2.46430 0.62113
Cl 8.18932 1.29286 0.63317
C 5.59616 2.04840 0.68294
Cl 5.20182 0.34140 0.76359
C 4.49774 2.94636 0.68358
O 3.29458 2.53476 0.74827
C 4.84834 4.32244 0.60349
Cl 3.54410 5.45562 0.59373
C 6.16659 4.73906 0.53950
Cl 6.52419 6.43111 0.44804
N -4.37821 -5.95562 1.15794
C -3.64925 -5.11982 0.85035
C -2.71804 -4.05216 0.47195
C -2.41095 -3.94197 -0.84882
C -1.29208 -3.03448 -1.25573
C -1.42010 -1.16783 0.36621
C -1.66922 -1.98291 1.44065
C -2.21953 -3.28349 1.55281
H -2.92992 -4.53546 -1.58824
H -1.16040 -3.12842 -2.34032
H -1.44304 -1.53777 2.41054
H -2.38881 -3.65665 2.55264

(6)
Computed, not measured: a structure of composition C30H19IrN6O3S4, with wB97M-V/def2-TZVPD.

Output
- Net charge: +1
- Relative energy (zero: lowest compared OMol25 entry of this formula, charge and spin): 0.193 eV
- 2S+1: 6
- Orbital gap (spin up / spin down): 6.376 / 4.574 eV

Element x y z (Å)
Ir -0.18775 -0.06775 0.26666
C -4.04225 -0.75418 2.72345
O -3.65865 -2.01278 2.06180
C -2.55675 -1.71508 1.39384
N -2.16530 -0.50817 1.33192
C -3.15224 0.31789 2.05454
C -2.52291 1.28239 3.01941
C -1.25687 1.06990 3.54634
C -0.71473 1.97727 4.44752
C -1.44253 3.09239 4.83456
C -2.71498 3.30165 4.31682
C -3.24970 2.40391 3.40699
C -1.77540 -2.79110 0.74739
C -2.20485 -4.09032 0.54459
C -1.32788 -4.96963 -0.07570
C -0.05687 -4.53776 -0.43722
C 0.28001 -3.21920 -0.18643
N -0.57260 -2.36633 0.37461
C 1.62303 -2.63434 -0.43209
N 1.89523 -1.42549 -0.17327
C 3.34057 -1.23820 -0.42039
C 3.78079 -2.62279 -0.96653
O 2.57265 -3.45218 -0.87846
C 3.66486 -0.09441 -1.34529
C 4.90059 0.52917 -1.21327
C 5.26128 1.56125 -2.06707
C 4.38456 1.98042 -3.05843
C 3.15059 1.35935 -3.19427
C 2.79495 0.32222 -2.34270
H -3.82107 -0.87018 3.78224
H -5.10686 -0.61261 2.56956
H -3.71428 0.87897 1.30549
H -0.68310 0.19463 3.26128
H 0.27782 1.81062 4.84450
H -1.01916 3.80070 5.53394
H -3.28613 4.17110 4.61370
H -4.23167 2.58668 2.98410
H -3.19065 -4.39530 0.86588
H -1.62671 -5.99212 -0.26156
H 0.66402 -5.20342 -0.88966
H 3.80142 -1.03774 0.54809
H 4.54826 -3.10728 -0.37044
H 4.08100 -2.58471 -2.01045
H 5.57934 0.22490 -0.42406
H 6.22188 2.04495 -1.95060
H 4.66309 2.78868 -3.72114
H 2.46312 1.68292 -3.96547
H 1.82931 -0.15261 -2.44791
O 0.79001 6.51081 -1.72384
C 0.56400 5.40877 -1.33662
S -1.02790 4.61793 -1.46388
C -0.58538 3.14283 -0.65795
C 0.73744 3.04604 -0.20223
S 1.36864 1.73875 0.65515
S 1.77418 4.39743 -0.49885
S -1.73902 1.95339 -0.41384
N -0.53801 -0.38218 -1.83824
C -1.13564 -0.67241 -2.78229
C -1.91233 -1.08350 -3.88171
C -1.52886 -0.75812 -5.19914
N -1.21442 -0.49379 -6.27688
C -3.06929 -1.85297 -3.60653
N -3.97992 -2.49927 -3.31990

(7)
Computed, not measured: a structure of composition C30H20AsCl6CrINO7SSe, with wB97M-V/def2-TZVPD.

Output
- Net charge: -2
- Relative energy (zero: lowest compared OMol25 entry of this formula, charge and spin): 0.000 eV
- 2S+1: 2
- Orbital gap (spin up / spin down): 4.492 / 4.465 eV

Element x y z (Å)
Cr 1.87171 0.98326 -0.79006
Cl 1.97910 6.75096 3.01716
C 1.87658 5.10425 2.44264
C 1.67335 4.08655 3.33155
C 1.58504 2.74911 2.91213
I 1.23168 1.24287 4.29397
C 1.72319 2.40894 1.57783
O 1.65527 1.20742 1.09480
C 1.93483 3.48824 0.66595
N 2.04616 3.10077 -0.62332
C 2.20089 4.00264 -1.56242
C 2.26074 5.37365 -1.26698
C 2.16642 5.78929 0.03430
C 2.00096 4.83741 1.05989
H 1.57678 4.31380 4.38469
H 2.28284 3.63486 -2.57818
H 2.37559 6.08568 -2.07255
H 2.21119 6.84015 0.28786
Cl 1.64019 0.98132 -3.61883
C 0.05241 1.35424 -2.97406
C -0.02337 1.40278 -1.59776
C -1.25030 1.77386 -1.06852
Cl -1.42615 1.91410 0.64798
C -2.35109 2.04311 -1.87929
Cl -3.86568 2.50196 -1.19039
C -2.23263 1.94509 -3.26514
Cl -3.59063 2.26365 -4.28271
C -1.00920 1.60271 -3.83086
Cl -0.82043 1.50762 -5.54393
O 4.69872 1.97974 1.17021
As 4.69856 0.37740 0.33687
O 6.25360 0.09330 -0.04544
O 3.71598 0.77496 -1.00139
C 4.04108 -0.60144 1.87591
C 4.96803 -0.52189 2.91736
C 4.77536 -1.19176 4.11185
C 3.64151 -1.97874 4.27315
C 2.72298 -2.08085 3.24923
C 2.89839 -1.39417 2.04431
S 2.22697 -2.11421 -0.43595
O 3.69525 -2.10550 -0.45714
O 1.89706 -1.51306 1.14955
O 1.67074 -0.93310 -1.18868
H 5.33359 2.51880 0.68279
H 5.85476 0.08370 2.77802
H 5.50565 -1.10087 4.90614
H 3.47396 -2.51373 5.20083
H 1.82528 -2.67796 3.34490
C -7.05851 -4.98232 -1.33529
C -5.72774 -4.28884 -1.20250
C -5.42548 -3.14739 -1.93357
C -4.19600 -2.50510 -1.83319
C -3.95962 -1.26400 -2.64332
C -3.18616 -3.00242 -0.97607
Se -1.47102 -2.16787 -0.90696
C -3.50744 -4.14580 -0.20861
C -2.53003 -4.73939 0.77362
C -4.74861 -4.75988 -0.33837
H -7.69516 -4.46536 -2.05634
H -7.59828 -5.01614 -0.38384
H -6.94679 -6.01603 -1.67681
H -6.17236 -2.73881 -2.61120
H -4.82320 -1.03561 -3.27389
H -3.06436 -1.36699 -3.26124
H -3.76265 -0.41672 -1.98321
H -1.66358 -4.09100 0.88369
H -2.17736 -5.71839 0.43305
H -3.00417 -4.88026 1.74993
H -4.95440 -5.64262 0.26584

- What is the formula in the seventh record?
  C30H20AsCl6CrINO7SSe